# 1
Density functional theory data (wB97M-V/def2-TZVPD) for a 3-piece molecular cluster, C14H32O8PS3 overall in a non-equilibrium geometry.

ORCA input file:
```
! wB97M-V def2-TZVPD RIJCOSX def2/J DEFGRID3
* xyz 1 1
S 3.357 -0.137 1.967
S 0.152 2.649 -4.116
S -3.651 -2.417 -0.460
P 3.543 0.629 -0.073
O -0.776 1.340 -4.177
O 5.155 0.457 -0.608
O 1.068 2.520 -3.013
O 0.709 -2.681 2.691
O -4.164 -3.693 -1.287
O -4.523 -2.201 0.657
O -0.670 3.810 -4.277
O -3.331 -1.364 -1.383
C 2.928 -0.533 6.375
C 1.028 2.367 -5.625
C -2.142 -3.130 0.125
C -2.722 1.818 -2.784
C 4.033 1.081 3.190
C -1.493 0.956 -2.995
C 2.579 0.432 5.728
C -5.729 -2.842 -2.958
C 1.263 -1.481 3.265
C -5.526 -3.715 -1.733
C 1.983 1.571 4.839
C 2.996 2.133 3.758
C 3.104 2.478 -0.088
C 1.526 -0.371 2.149
H 2.265 -1.764 3.713
H 1.006 1.214 4.408
H -2.379 -3.964 0.783
H 3.953 3.069 0.368
H 2.954 -1.327 7.165
H 0.310 2.281 -6.438
H 2.490 2.652 2.884
H -1.599 -2.361 0.674
H -2.445 2.847 -2.545
H -1.803 -0.080 -3.137
H 1.615 1.455 -5.527
H 2.963 2.736 -1.184
H -5.755 -4.750 -1.989
H 4.619 0.537 3.997
H -0.837 0.980 -2.120
H 1.461 -3.122 2.244
H 0.630 -1.122 4.127
H 1.743 2.414 5.562
H 5.523 -0.235 -0.011
H 1.155 -0.770 1.152
H -4.999 -3.088 -3.732
H -6.734 -2.975 -3.361
H -1.556 -3.463 -0.730
H 1.685 3.219 -5.794
H -3.332 1.850 -3.689
H 2.109 2.648 0.411
H -3.325 1.430 -1.961
H 4.818 1.682 2.624
H -6.201 -3.425 -0.925
H -5.599 -1.786 -2.714
H 0.965 0.595 2.315
H 3.608 2.947 4.262
*
```

HOMO = -0.46772 Eh
Molar mass = 455.58 g/mol
Orbital gap = 0.34852 hartree

Mulliken charges in e: number 1, S, carries -0.07; number 2, S, carries 1.12; number 3, S, carries 1.12; number 4, P, carries 0.49; number 5, O, carries -0.30; number 6, O, carries -0.48; number 7, O, carries -0.52; number 8, O, carries -0.52; number 9, O, carries -0.27; number 10, O, carries -0.65; number 11, O, carries -0.60; number 12, O, carries -0.48; number 13, C, carries 0.19; number 14, C, carries -0.98; number 15, C, carries -0.89; number 16, C, carries -1.06; number 17, C, carries -0.64; number 18, C, carries -0.08; number 19, C, carries -0.69; number 20, C, carries -0.96; number 21, C, carries -0.60; number 22, C, carries -0.36; number 23, C, carries -0.47; number 24, C, carries -0.55; number 25, C, carries -0.79; number 26, C, carries -0.53; number 27, H, carries 0.32; number 28, H, carries 0.26; number 29, H, carries 0.35; number 30, H, carries 0.34; number 31, H, carries 0.38; number 32, H, carries 0.35; number 33, H, carries 0.10; number 34, H, carries 0.24; number 35, H, carries 0.37; number 36, H, carries 0.17; number 37, H, carries 0.31; number 38, H, carries 0.29; number 39, H, carries 0.28; number 40, H, carries 0.54; number 41, H, carries 0.20; number 42, H, carries 0.31; number 43, H, carries 0.29; number 44, H, carries 0.40; number 45, H, carries 0.33; number 46, H, carries 0.59; number 47, H, carries 0.26; number 48, H, carries 0.39; number 49, H, carries 0.37; number 50, H, carries 0.37; number 51, H, carries 0.28; number 52, H, carries 0.25; number 53, H, carries 0.38; number 54, H, carries 0.42; number 55, H, carries 0.33; number 56, H, carries 0.26; number 57, H, carries 0.41; number 58, H, carries 0.42

# 2
Density functional theory data (wB97M-V/def2-TZVPD) for C30H31NOP2Zr as an isolated structure in a non-equilibrium geometry.

ORCA input file:
```
! wB97M-V def2-TZVPD RIJCOSX def2/J DEFGRID3
* xyz 2 1
Zr 0.078 -0.220 0.522
P -2.062 0.945 -0.415
P 0.437 -2.644 -0.252
O 3.304 -0.972 0.601
N 0.588 0.210 -2.236
C 1.135 3.604 -3.668
C 2.171 -0.658 0.580
C 0.319 1.822 6.091
C -0.511 0.412 3.754
C -1.011 -3.711 -0.059
C -2.160 1.247 -2.232
C 4.112 -1.804 -3.258
C -2.182 2.649 0.231
C -1.108 0.142 5.054
C 1.791 -1.896 -2.563
C 2.792 0.238 -3.291
C 1.388 2.243 -3.339
C 1.677 -0.478 -2.706
C -0.665 0.858 6.197
C 3.004 -2.532 -2.822
C 0.486 1.417 3.696
C -3.745 0.346 -0.140
C 2.622 1.607 -3.539
C 1.799 -3.719 0.274
C -1.176 3.389 -3.039
C -0.977 2.051 -2.687
C -2.097 -0.861 5.165
C 0.323 1.461 -2.748
C -0.109 4.171 -3.478
C -1.929 -1.331 2.794
C 0.890 2.110 4.833
C -0.950 -0.364 2.626
C 4.001 -0.464 -3.541
C -2.499 -1.587 4.064
C 0.632 -2.714 -2.086
H -4.463 1.064 -0.546
H -1.900 -3.193 -0.443
H -2.528 -1.070 6.148
H -3.847 -0.641 -0.605
H -2.281 -1.938 1.964
H -1.409 3.288 -0.204
H 1.800 -3.773 1.369
H 0.647 2.366 6.974
H -0.824 -4.633 -0.629
H 4.848 0.088 -3.944
H -3.171 3.058 0.004
H 2.769 -3.326 -0.046
H 0.918 1.629 2.714
H 0.972 1.335 0.413
H -3.251 -2.372 4.186
H -3.087 1.824 -2.390
H -0.327 -2.394 -2.522
H 1.937 4.205 -4.094
H -2.177 3.829 -2.992
H -2.009 2.651 1.312
H 1.644 2.890 4.749
H 1.629 -4.714 -0.156
H 0.805 -3.778 -2.298
H -1.116 0.620 7.166
H -1.152 -3.931 1.007
H -0.272 5.234 -3.671
H 3.435 2.169 -4.003
H 3.096 -3.612 -2.691
H -3.886 0.216 0.936
H -2.244 0.251 -2.710
H 5.071 -2.313 -3.384
*
```

HOMO = -0.48250 Eh
Molar mass = 574.76 g/mol
Energy relative to the best compared isomer or geometry (same formula, charge and spin) = 0.0 kJ/mol
Orbital gap = 0.19398 hartree

Mulliken charges in e: number 1, Zr, carries -0.82; number 2, P, carries 1.30; number 3, P, carries 1.25; number 4, O, carries -0.20; number 5, N, carries 0.29; number 6, C, carries -0.86; number 7, C, carries 0.62; number 8, C, carries -0.56; number 9, C, carries 0.82; number 10, C, carries -1.24; number 11, C, carries -1.15; number 12, C, carries -1.07; number 13, C, carries -1.37; number 14, C, carries 0.93; number 15, C, carries 0.02; number 16, C, carries 0.62; number 17, C, carries 0.65; number 18, C, carries 0.32; number 19, C, carries -0.85; number 20, C, carries -0.37; number 21, C, carries -0.40; number 22, C, carries -1.30; number 23, C, carries -0.88; number 24, C, carries -1.57; number 25, C, carries -0.52; number 26, C, carries 0.16; number 27, C, carries -0.71; number 28, C, carries 0.37; number 29, C, carries -0.96; number 30, C, carries -0.36; number 31, C, carries -0.89; number 32, C, carries 0.50; number 33, C, carries -0.83; number 34, C, carries -1.22; number 35, C, carries -1.28; number 36, H, carries 0.49; number 37, H, carries 0.35; number 38, H, carries 0.40; number 39, H, carries 0.38; number 40, H, carries 0.57; number 41, H, carries 0.39; number 42, H, carries 0.42; number 43, H, carries 0.40; number 44, H, carries 0.49; number 45, H, carries 0.48; number 46, H, carries 0.43; number 47, H, carries 0.49; number 48, H, carries 0.45; number 49, H, carries 0.03; number 50, H, carries 0.40; number 51, H, carries 0.58; number 52, H, carries 0.49; number 53, H, carries 0.47; number 54, H, carries 0.43; number 55, H, carries 0.32; number 56, H, carries 0.43; number 57, H, carries 0.43; number 58, H, carries 0.72; number 59, H, carries 0.39; number 60, H, carries 0.43; number 61, H, carries 0.41; number 62, H, carries 0.49; number 63, H, carries 0.50; number 64, H, carries 0.40; number 65, H, carries 0.47; number 66, H, carries 0.42

# 3
Density functional theory data (wB97M-V/def2-TZVPD) for a 6-piece molecular cluster, C48H114N10O3P overall in a non-equilibrium geometry.

ORCA input file:
```
! wB97M-V def2-TZVPD RIJCOSX def2/J DEFGRID3
* xyz 1 1
P 1.202 0.236 8.250
O 4.903 0.674 5.393
O 0.862 -1.316 8.560
O 2.679 0.304 7.631
N -1.012 -0.806 -9.583
N 5.310 -2.609 -7.918
N -2.420 4.048 9.101
N -2.267 -2.354 -3.197
N -0.324 0.597 4.489
N 1.654 0.502 1.227
N -0.747 2.680 5.621
N 1.110 1.006 9.576
N -0.129 2.669 3.446
N -5.140 1.344 0.245
C -0.365 -1.335 -12.007
C 5.957 -3.162 -10.336
C -0.899 -1.533 3.428
C -6.037 3.465 -0.877
C -0.937 -1.902 1.947
C -2.106 -1.837 -4.552
C -4.999 0.378 -0.833
C 1.504 1.269 2.188
C 4.117 -1.324 3.605
C 6.500 -1.196 -6.250
C -1.218 -2.624 -5.521
C -6.226 2.302 0.106
C -1.100 -2.224 -2.344
C -2.926 6.543 9.400
C -3.920 2.693 1.945
C -0.420 1.957 4.505
C -0.253 -0.042 5.828
C 6.584 -2.045 -7.510
C -3.867 1.880 0.662
C -0.882 -1.797 -10.639
C -3.728 3.662 8.594
C -2.029 5.428 8.850
C -3.900 3.940 7.110
C 4.064 -2.441 2.561
C 0.260 -0.241 -9.174
C 0.269 2.296 6.669
C -2.161 3.558 10.450
C 0.063 -3.203 -2.560
C 5.437 -3.610 -8.965
C 0.270 2.129 2.140
C 4.414 -0.525 -9.110
C -0.036 0.882 7.039
C -3.034 4.088 11.592
C 0.180 0.594 -7.906
C -2.101 0.144 -9.744
C -4.473 0.878 -2.181
C -1.426 -0.114 3.746
C -0.358 -3.331 1.817
C 3.380 -3.703 3.081
C -1.919 1.284 -10.755
C 1.842 -3.675 3.067
C -2.948 -3.635 -3.155
C 5.515 0.011 6.499
C 1.180 -3.356 1.733
C 4.227 -1.656 -8.090
C -3.349 -4.063 -1.751
C 5.723 0.572 4.224
C 5.000 -0.174 3.097
H -1.121 -0.656 6.033
H 1.526 -4.676 3.354
H -1.847 -2.292 -10.776
H 5.891 -0.303 -6.396
H 6.840 -2.528 -10.259
H -0.226 0.009 -7.079
H 1.548 -2.453 1.254
H -0.753 -3.802 0.921
H -1.390 -2.274 -6.542
H -0.925 1.731 -10.700
H -3.123 3.439 6.529
H 4.014 -1.206 -7.117
H -3.597 1.521 -2.078
H -1.740 -0.808 -4.497
H -1.724 0.362 2.817
H -3.985 6.333 9.250
H 7.048 -1.446 -8.308
H -1.427 -2.312 -1.302
H -1.128 -0.800 -12.571
H 6.667 0.089 4.462
H 1.240 2.318 6.167
H -4.175 0.023 -2.793
H -2.258 2.467 10.429
H -2.902 2.989 2.221
H -1.399 -2.268 4.055
H 3.315 -2.208 -8.336
H -3.863 -3.551 -3.748
H 6.237 -4.038 -10.925
H -0.185 3.673 3.514
H -3.912 -4.996 -1.799
H -3.189 1.034 0.833
H -4.328 -0.413 -0.479
H -3.399 2.498 -0.121
H 3.113 -0.915 3.751
H 0.953 -1.065 -8.977
H 4.479 -1.671 4.567
H 7.499 -0.863 -5.967
H -1.941 5.565 7.768
H 3.740 -4.589 2.566
H 0.515 -0.697 -11.925
H 2.694 -0.198 6.794
H 2.217 1.299 3.017
H -6.754 4.256 -0.650
H 5.409 -0.080 -9.060
H -2.481 -4.244 -1.113
H 2.517 -0.032 1.318
H -1.012 5.574 9.225
H -1.111 3.744 10.695
H 4.469 -4.101 -9.099
H 0.717 0.367 -9.970
H -4.332 2.109 2.771
H 0.153 -1.565 3.686
H 0.582 -0.745 5.794
H -2.754 6.719 10.459
H -2.335 -0.216 4.333
H -4.523 3.593 1.834
H -4.095 4.077 11.343
H 6.463 0.477 6.764
H -3.010 -0.409 -9.993
H 5.197 -2.629 -10.906
H -0.159 -2.476 -5.312
H 5.708 -1.030 6.250
H -2.756 5.100 11.881
H -0.433 1.486 -8.037
H -5.237 1.418 -2.739
H -2.902 3.460 12.474
H -0.082 -2.203 -12.604
H 4.444 0.569 2.528
H -0.693 -3.939 2.655
H -3.845 2.586 8.746
H -4.866 3.567 6.767
H -2.313 0.585 -8.767
H 4.237 -0.863 -10.129
H -2.639 2.078 -10.545
H -3.872 5.006 6.879
H -0.235 -1.261 1.422
H -5.959 -0.121 -0.994
H -5.041 3.907 -0.810
H -0.281 -4.226 -2.716
H -3.102 -1.757 -4.999
H -0.554 3.663 5.453
H 6.085 -1.769 -5.419
H 4.824 0.097 7.330
H 0.688 -2.916 -3.403
H -0.966 0.874 7.601
H -3.981 -3.310 -1.276
H 6.103 -4.394 -8.591
H 5.979 1.576 3.886
H 3.698 -3.814 4.117
H 7.269 -2.872 -7.306
H 0.513 2.970 1.498
H 5.764 -0.550 2.422
H 1.458 -4.162 1.054
H -1.429 -3.694 -5.506
H 0.268 2.968 7.514
H -6.211 3.161 -1.907
H -2.708 7.479 8.881
H 0.407 1.735 9.540
H -2.095 0.956 -11.777
H 1.540 -3.014 3.882
H -0.211 -2.582 -10.273
H 1.179 0.931 -7.623
H 0.705 -3.211 -1.674
H -1.935 -1.831 1.522
H -0.525 1.615 1.617
H 0.257 -1.657 7.880
H 3.659 -2.071 1.622
H 3.695 0.273 -8.907
H 5.097 -2.709 2.339
H -7.136 1.758 -0.158
H -4.550 4.143 9.143
H -0.718 -1.202 -2.421
H -6.439 2.719 1.093
H -2.353 -4.439 -3.613
*
```

HOMO = -0.33876 Eh
Molar mass = 910.48 g/mol
Orbital gap = 0.22904 hartree

Here are the Mulliken charges for atoms 1 to 99, given in e: number 1, P, carries 1.23; number 2, O, carries -0.25; number 3, O, carries -0.53; number 4, O, carries -0.36; number 5, N, carries 0.30; number 6, N, carries 0.16; number 7, N, carries 0.77; number 8, N, carries 0.68; number 9, N, carries 1.43; number 10, N, carries -0.55; number 11, N, carries 0.00; number 12, N, carries -0.89; number 13, N, carries 0.09; number 14, N, carries 0.11; number 15, C, carries -1.03; number 16, C, carries -0.97; number 17, C, carries 0.20; number 18, C, carries -1.00; number 19, C, carries -0.07; number 20, C, carries -0.89; number 21, C, carries -0.63; number 22, C, carries 0.00; number 23, C, carries 0.95; number 24, C, carries -1.37; number 25, C, carries -1.07; number 26, C, carries -0.69; number 27, C, carries -0.37; number 28, C, carries -1.31; number 29, C, carries -1.29; number 30, C, carries -0.64; number 31, C, carries -1.43; number 32, C, carries -0.33; number 33, C, carries -0.10; number 34, C, carries -0.67; number 35, C, carries -0.56; number 36, C, carries -0.76; number 37, C, carries -1.00; number 38, C, carries -0.75; number 39, C, carries -0.27; number 40, C, carries -1.38; number 41, C, carries -0.74; number 42, C, carries -1.07; number 43, C, carries -0.67; number 44, C, carries -0.53; number 45, C, carries -0.94; number 46, C, carries 0.19; number 47, C, carries -1.29; number 48, C, carries -1.19; number 49, C, carries -0.76; number 50, C, carries -0.80; number 51, C, carries -0.11; number 52, C, carries -0.67; number 53, C, carries -1.47; number 54, C, carries -1.02; number 55, C, carries -0.40; number 56, C, carries -0.46; number 57, C, carries -0.81; number 58, C, carries -0.26; number 59, C, carries -0.80; number 60, C, carries -1.23; number 61, C, carries -0.92; number 62, C, carries -0.62; number 63, H, carries 0.31; number 64, H, carries 0.40; number 65, H, carries 0.39; number 66, H, carries 0.26; number 67, H, carries 0.27; number 68, H, carries 0.02; number 69, H, carries 0.14; number 70, H, carries -0.14; number 71, H, carries 0.22; number 72, H, carries 0.24; number 73, H, carries -0.10; number 74, H, carries 0.29; number 75, H, carries 0.24; number 76, H, carries 0.37; number 77, H, carries -0.73; number 78, H, carries 0.25; number 79, H, carries 0.27; number 80, H, carries -0.05; number 81, H, carries 0.24; number 82, H, carries 0.47; number 83, H, carries 0.24; number 84, H, carries 0.22; number 85, H, carries 0.41; number 86, H, carries 0.17; number 87, H, carries 0.49; number 88, H, carries 0.36; number 89, H, carries 0.49; number 90, H, carries 0.40; number 91, H, carries 0.30; number 92, H, carries 0.47; number 93, H, carries 0.16; number 94, H, carries 0.21; number 95, H, carries 0.17; number 96, H, carries -0.88; number 97, H, carries 0.27; number 98, H, carries 0.36; number 99, H, carries 0.43

- Which formula does entry 3 have?
  C48H114N10O3P

- The highest orbital gap belongs to which entry?
  C14H32O8PS3

- Look up the molar mass of the third one.
  910.48 g/mol

- What is the orbital gap in the second record?
  0.19398 hartree